A structure of composition C32H40AlF5N2PS, computed with wB97M-V/def2-TZVPD.

Output
HOMO-LUMO gap ... 9.068 eV
Relative energy (zero: lowest compared OMol25 entry of this formula, charge and spin) ... 0.0427 eV
Net charge ... +1

Positions of all 82 atoms, in Å:
1 Al -0.876 -1.399 -0.869
2 C 1.896 -4.209 -0.791
3 C 2.812 -3.582 -1.799
4 C 3.790 -4.361 -2.407
5 C 4.673 -3.823 -3.330
6 C 4.591 -2.485 -3.673
7 C 3.618 -1.689 -3.088
8 C 2.736 -2.227 -2.154
9 P 1.511 -1.157 -1.364
10 C 1.545 0.413 -2.286
11 C 0.876 0.270 -3.505
12 C 0.768 1.321 -4.398
13 C 1.319 2.547 -4.064
14 C 1.965 2.699 -2.848
15 C 2.101 1.650 -1.940
16 C 2.806 1.923 -0.642
17 C 1.946 -1.092 0.397
18 C 3.257 -0.847 0.813
19 C 3.585 -0.839 2.154
20 C 2.592 -1.095 3.095
21 C 1.308 -1.401 2.688
22 C 0.956 -1.437 1.335
23 C -0.406 -1.955 0.936
24 H 1.912 -5.293 -0.889
25 H 0.859 -3.889 -0.919
26 H 2.196 -3.959 0.229
27 H 3.849 -5.411 -2.154
28 H 5.423 -4.456 -3.785
29 H 5.272 -2.058 -4.396
30 H 3.546 -0.646 -3.366
31 H 0.433 -0.686 -3.774
32 H 0.252 1.179 -5.337
33 H 1.239 3.386 -4.740
34 H 2.377 3.665 -2.583
35 H 2.953 2.995 -0.518
36 H 3.789 1.451 -0.607
37 H 2.245 1.556 0.217
38 H 4.027 -0.670 0.072
39 H 4.602 -0.646 2.465
40 H 2.834 -1.089 4.149
41 H 0.561 -1.670 3.425
42 H -1.161 -1.702 1.686
43 H -0.354 -3.053 0.940
44 C -5.262 2.548 -0.055
45 C -5.730 2.292 1.372
46 C -4.631 1.914 2.365
47 C -4.050 0.514 2.207
48 N -3.219 0.363 1.008
49 C -2.009 0.829 0.756
50 S -1.463 0.834 -0.915
51 N -1.159 1.292 1.651
52 C -1.203 1.305 3.118
53 C 0.061 1.958 3.668
54 C 0.082 3.485 3.634
55 C 0.044 4.107 2.244
56 H -6.056 3.004 -0.645
57 H -4.968 1.642 -0.585
58 H -4.407 3.228 -0.076
59 H -6.502 1.516 1.379
60 H -6.219 3.193 1.746
61 H -5.026 1.980 3.382
62 H -3.820 2.649 2.307
63 H -4.844 -0.226 2.103
64 H -3.469 0.216 3.080
65 H -3.687 0.037 0.175
66 H -0.279 1.575 1.243
67 H -1.279 0.272 3.469
68 H -2.087 1.852 3.454
69 H 0.928 1.547 3.138
70 H 0.170 1.623 4.701
71 H 0.988 3.814 4.146
72 H -0.749 3.868 4.232
73 H 0.865 3.739 1.621
74 H 0.143 5.190 2.297
75 H -0.890 3.900 1.719
76 F -2.756 -1.566 -3.105
77 C -2.186 -2.242 -2.093
78 F -3.098 -2.196 -0.971
79 C -2.146 -3.727 -2.456
80 F -3.353 -4.263 -2.607
81 F -1.495 -4.408 -1.489
82 F -1.463 -3.886 -3.600

Just the Löwdin charges please, in e? Sure, here they are: 0.207 -0.034 -0.255 -0.031 -0.057 -0.065 -0.071 -0.284 1.114 -0.364 -0.134 -0.059 -0.053 -0.032 -0.255 -0.035 -0.313 -0.093 -0.058 -0.060 -0.052 -0.293 -0.185 0.092 0.043 0.095 0.118 0.112 0.110 0.105 0.111 0.114 0.112 0.116 0.083 0.083 0.061 0.112 0.113 0.113 0.118 0.067 0.085 -0.099 -0.245 -0.195 -0.149 0.055 -0.702 0.864 0.059 -0.159 -0.188 -0.243 -0.100 0.078 0.058 0.078 0.113 0.111 0.121 0.106 0.136 0.105 0.112 0.105 0.116 0.113 0.106 0.121 0.112 0.113 0.068 0.080 0.064 0.085 -0.379 -0.011 -0.590 0.184 0.134 0.162

---

A structure of composition C32H40BCl3IN8O2ReSi, computed with wB97M-V/def2-TZVPD.

Output
Multiplicity ... 2
HOMO-LUMO gap (spin up / spin down) ... 6.440 / 6.844 eV
Relative energy (zero: lowest compared OMol25 entry of this formula, charge and spin) ... 0.2327 eV
Net charge ... +1

Positions of all 89 atoms, in Å:
1 Re 0.304 -0.176 -0.415
2 C 0.009 -4.332 1.072
3 C 0.657 -4.408 -0.292
4 C 2.184 -4.459 -0.212
5 C 0.171 -3.434 -1.349
6 C -0.283 -3.977 -2.535
7 C -0.432 -2.926 -3.417
8 N -0.108 -1.810 -2.799
9 N 0.233 -2.052 -1.482
10 B 0.136 -0.480 -3.530
11 N 1.511 0.024 -3.125
12 C 2.520 0.359 -3.923
13 C 3.415 1.115 -3.201
14 C 2.868 1.229 -1.927
15 N 1.709 0.524 -1.872
16 C 3.392 2.173 -0.890
17 C 4.851 1.905 -0.522
18 C 3.263 3.592 -1.466
19 N -0.924 0.549 -3.176
20 C -1.770 1.115 -4.041
21 C -2.628 1.913 -3.332
22 C -2.257 1.770 -1.988
23 N -1.194 0.941 -1.901
24 C -3.111 2.431 -0.929
25 C -3.079 3.953 -1.107
26 C -2.867 2.084 0.524
27 H 0.491 -5.039 1.751
28 H 0.117 -3.347 1.508
29 H -1.050 -4.579 1.013
30 H 0.346 -5.362 -0.722
31 H 2.590 -3.621 0.344
32 H 2.478 -5.372 0.307
33 H 2.639 -4.466 -1.204
34 H -0.427 -5.025 -2.735
35 H -0.710 -2.905 -4.459
36 H 0.108 -0.686 -4.708
37 H 2.519 0.050 -4.956
38 H 4.329 1.562 -3.552
39 H 2.773 2.092 0.001
40 H 5.494 2.026 -1.397
41 H 5.176 2.625 0.230
42 H 5.004 0.905 -0.122
43 H 3.882 3.694 -2.358
44 H 2.234 3.826 -1.745
45 H 3.608 4.330 -0.740
46 H -1.692 0.908 -5.097
47 H -3.438 2.508 -3.718
48 H -4.123 2.087 -1.169
49 H -2.073 4.335 -0.919
50 H -3.371 4.263 -2.109
51 H -3.759 4.427 -0.397
52 H -1.953 2.545 0.881
53 H -3.686 2.478 1.128
54 H -2.825 1.006 0.679
55 C 0.942 4.228 0.990
56 C 0.615 3.201 2.023
57 N 0.680 3.546 3.294
58 C 0.331 2.664 4.240
59 C -0.217 1.432 3.971
60 C -0.697 0.536 5.085
61 O -0.331 -0.823 4.890
62 C -0.286 1.040 2.619
63 C -1.075 -0.118 2.268
64 N -1.099 -0.802 1.167
65 C -2.045 -1.917 1.298
66 C -1.992 -2.602 2.521
67 C -2.848 -3.641 2.818
68 C -3.773 -4.055 1.873
69 C -3.832 -3.402 0.657
70 C -2.990 -2.328 0.362
71 I -3.423 -1.382 -1.435
72 C 0.225 1.897 1.659
73 O 0.249 1.538 0.363
74 H 1.148 5.172 1.486
75 H 0.107 4.357 0.295
76 H 1.806 3.936 0.401
77 H 0.457 2.994 5.266
78 H -1.787 0.543 5.151
79 H -0.321 0.921 6.036
80 H 0.630 -0.899 4.924
81 H -1.803 -0.382 3.023
82 H -1.226 -2.339 3.241
83 H -2.768 -4.140 3.774
84 H -4.448 -4.875 2.077
85 H -4.566 -3.701 -0.078
86 Cl 3.043 0.813 2.203
87 Si 2.246 -0.743 1.084
88 Cl 1.964 -2.140 2.595
89 Cl 3.833 -1.423 -0.039

Just the Löwdin charges please, in e? Sure, here they are: 1.475 -0.078 -0.349 -0.069 -0.196 0.012 -0.045 -0.045 -0.031 -0.579 -0.014 -0.015 0.017 -0.261 -0.045 -0.395 -0.077 -0.060 -0.047 -0.050 -0.017 -0.310 -0.016 -0.370 -0.047 -0.057 0.101 -0.018 0.078 0.129 -0.029 0.092 0.089 0.124 0.141 0.132 0.138 0.122 0.046 0.086 0.089 0.014 0.085 0.088 0.088 0.132 0.118 0.135 0.077 0.076 0.087 0.065 0.098 0.044 0.018 -0.266 0.154 -0.060 -0.127 -0.178 -0.071 -0.123 -0.093 -0.026 -0.304 -0.072 -0.054 -0.062 -0.161 -0.632 1.149 -0.344 -0.270 0.097 0.085 0.041 0.127 0.137 0.129 0.080 0.135 0.102 0.121 0.117 0.087 0.390 -0.578 0.344 0.350